# 1
ORCA calculation (wB97M-V/def2-TZVPD) on 2 unconnected molecules or ions with the total composition C4H9NO3 in a non-equilibrium geometry.

Structure (XYZ):
```
17
Properties=species:S:1:pos:R:3:nbo_charge:R:1
O -1.131 -0.794 3.002 -0.507
C -0.727 0.134 2.343 0.434
C -0.628 0.156 0.823 -0.176
C -0.019 -1.115 0.254 -0.539
C -0.908 -1.612 -0.924 0.459
O -0.569 -2.444 -1.685 -0.495
N 0.075 1.449 0.455 -0.836
H -0.505 1.170 2.834 0.099
H -1.641 0.341 0.372 0.221
H 1.065 -0.963 0.036 0.244
H -0.019 -1.964 0.999 0.264
H -1.900 -1.180 -1.018 0.104
H 1.089 1.376 0.741 0.363
H -0.450 2.185 0.874 0.364
H 3.618 2.399 -3.325 0.472
H 2.122 2.722 -3.034 0.473
O 2.924 3.037 -3.397 -0.946
```

Output
Energy above the lowest of the compared OMol25 structures with the same formula, charge and spin   251.05 kJ/mol
Multiplicity   1
E_HOMO   -9.90 eV
F_max   3.1 eV/Å
HOMO-LUMO gap   0.37945 hartree
Total charge   0
SMILES   N[C@H](C=O)CC=O.O

# 2
ORCA calculation (wB97M-V/def2-TZVPD) on a molecular structure, C47H58As2BN6S3Sc.

Structure (XYZ):
```
118
Properties=species:S:1:pos:R:3:mulliken_charge:R:1
Sc 0.545 -0.119 0.440 1.660
C 2.804 4.621 2.673 -1.738
C 1.434 4.039 3.033 1.246
C 0.524 4.183 1.819 -2.238
C 0.821 4.768 4.228 -1.677
N 1.651 2.609 3.455 0.680
C 2.663 2.301 4.345 -0.405
C 2.586 0.986 4.619 -1.349
N 1.528 0.465 3.907 -0.075
B 1.301 -1.071 3.977 1.108
N -0.157 -1.528 3.656 0.600
C -1.094 -1.512 4.670 -1.157
C -2.186 -2.182 4.248 -0.731
N -1.940 -2.612 2.958 0.509
C -0.702 -2.206 2.630 -0.053
S 0.052 -2.497 1.098 -0.221
C -2.775 -3.618 2.210 1.253
C -1.996 -4.934 2.182 -1.603
C -4.092 -3.821 2.952 -2.211
C -3.083 -3.097 0.801 -1.059
N 2.362 -1.859 3.158 0.106
C 2.717 -3.120 3.581 -1.228
C 3.609 -3.621 2.704 -0.382
N 3.818 -2.668 1.729 0.476
C 3.038 -1.607 2.020 -0.082
S 2.939 -0.128 1.104 -0.418
C 4.739 -2.843 0.553 1.138
C 5.807 -1.751 0.582 -1.554
C 5.429 -4.200 0.664 -2.155
C 3.910 -2.820 -0.731 -1.429
C 0.974 1.469 3.206 -0.145
S -0.444 1.275 2.214 -0.151
H 2.659 5.606 2.232 0.484
H 3.316 3.991 1.944 0.383
H 3.451 4.755 3.537 0.453
H 0.536 5.233 1.529 0.784
H -0.506 3.912 2.036 0.403
H 0.877 3.598 0.967 0.437
H 0.696 5.823 3.986 0.453
H 1.459 4.699 5.108 0.390
H -0.158 4.355 4.473 0.370
H 3.334 3.043 4.730 0.643
H 3.182 0.373 5.271 0.663
H 1.488 -1.367 5.120 -0.161
H -0.896 -1.033 5.611 0.710
H -3.109 -2.373 4.756 0.613
H -1.784 -5.280 3.194 0.397
H -1.058 -4.828 1.638 0.291
H -2.591 -5.695 1.679 0.493
H -3.959 -4.325 3.909 0.529
H -4.726 -4.458 2.339 0.440
H -4.621 -2.879 3.103 0.468
H -2.195 -3.030 0.175 0.023
H -3.568 -2.112 0.843 0.307
H -3.773 -3.790 0.323 0.619
H 2.315 -3.543 4.484 0.703
H 4.121 -4.562 2.713 0.593
H 6.351 -1.773 1.526 0.404
H 5.389 -0.757 0.436 0.295
H 6.519 -1.937 -0.221 0.488
H 6.026 -4.283 1.572 0.526
H 6.109 -4.297 -0.181 0.442
H 4.722 -5.028 0.611 0.492
H 3.472 -1.841 -0.914 0.155
H 3.118 -3.570 -0.689 0.368
H 4.560 -3.059 -1.572 0.546
C -0.492 -1.478 -2.659 -0.489
C -0.022 -0.160 -3.295 -0.616
As 0.269 1.279 -1.995 0.485
C 1.759 2.265 -2.723 0.586
C 2.616 2.934 -1.854 -0.038
C 3.660 3.696 -2.358 -0.837
C 3.848 3.790 -3.729 -0.578
C 2.997 3.122 -4.597 -0.896
C 1.952 2.360 -4.098 -0.115
C -1.186 2.544 -2.155 0.514
C -1.605 2.958 -3.416 -0.471
C -2.600 3.916 -3.535 -0.849
C -3.169 4.471 -2.397 -0.676
C -2.735 4.077 -1.141 -0.941
C -1.740 3.119 -1.020 0.181
As -2.403 -2.097 -2.692 0.083
C -3.306 -0.761 -1.590 0.723
C -2.748 -0.221 -0.439 1.543
C -3.497 0.518 0.463 -0.352
C -4.840 0.745 0.209 -0.980
C -5.419 0.219 -0.937 -1.090
C -4.664 -0.537 -1.818 -0.633
C -2.906 -1.510 -4.480 0.236
C -3.463 -0.272 -4.774 0.295
C -3.756 0.071 -6.085 -0.769
C -3.490 -0.820 -7.116 -0.523
C -2.942 -2.063 -6.829 -0.738
C -2.662 -2.410 -5.515 -0.727
H -0.162 -1.581 -1.610 -0.786
H 0.007 -2.307 -3.166 0.796
H -0.697 0.176 -4.082 0.461
H 0.958 -0.308 -3.757 0.579
H 2.476 2.860 -0.779 0.039
H 4.327 4.214 -1.682 0.445
H 4.662 4.384 -4.123 0.412
H 3.145 3.196 -5.666 0.428
H 1.294 1.845 -4.789 0.373
H -1.161 2.543 -4.312 0.351
H -2.926 4.236 -4.516 0.456
H -3.944 5.220 -2.491 0.445
H -3.171 4.516 -0.253 0.497
H -1.403 2.820 -0.033 0.179
H -1.693 -0.438 -0.220 -1.015
H -3.047 0.909 1.366 0.341
H -5.435 1.320 0.906 0.533
H -6.470 0.384 -1.138 0.438
H -5.142 -0.964 -2.693 0.693
H -3.684 0.426 -3.977 0.447
H -4.202 1.034 -6.304 0.431
H -3.722 -0.553 -8.138 0.404
H -2.747 -2.767 -7.627 0.418
H -2.257 -3.392 -5.297 0.388
```

Output
Energy above the lowest of the compared OMol25 structures with the same formula, charge and spin   0.00 kJ/mol
Multiplicity   1
E_HOMO   -12.60 eV
F_max   0.8 eV/Å
HOMO-LUMO gap   0.26645 hartree
Total charge   +2

# 3
ORCA calculation (wB97M-V/def2-TZVPD) on C4H5NO3 in the gas phase in a non-equilibrium geometry.

Structure (XYZ):
```
13
Properties=species:S:1:pos:R:3:nbo_charge:R:1
C 1.586 -1.183 -0.031 -0.663
C 0.318 -0.357 0.144 0.078
C -1.803 0.153 0.005 0.766
C 0.105 1.030 0.028 0.406
H 2.301 -0.625 -0.632 0.222
H 1.943 -1.507 0.965 0.226
H 1.241 -2.173 -0.643 0.239
H -3.385 0.860 -0.018 0.509
H 1.931 1.500 0.170 0.489
N -1.258 1.319 0.013 -0.583
O -0.972 -0.870 0.036 -0.418
O -3.068 -0.096 -0.011 -0.621
O 1.060 1.953 -0.024 -0.650
```

Output
Energy above the lowest of the compared OMol25 structures with the same formula, charge and spin   142.10 kJ/mol
Multiplicity   1
E_HOMO   -7.96 eV
F_max   3.5 eV/Å
HOMO-LUMO gap   0.31393 hartree
Total charge   0
SMILES   Cc1oc(O)nc1O